C52H96BeF12O26 as an isolated structure at a distorted geometry, computed with the ωB97M-V functional and the def2-TZVPD basis.

```
187
Properties=species:S:1:pos:R:3:forces:R:3:mulliken_charge:R:1
Be 1.1110 2.6484 -2.9303 -0.37 -1.93 0.54 1.540
C 4.3409 2.2070 -3.5877 -2.49 0.82 3.08 -0.269
O 3.5424 3.3703 -4.0386 1.71 -0.28 -1.19 -0.175
O 3.4365 1.6027 -2.7378 -0.06 -0.23 -1.21 -0.199
C 5.0218 1.3550 -4.6656 -1.18 0.49 -0.65 0.390
F 6.0595 1.9765 -5.2538 -0.05 0.52 -0.09 -0.334
F 5.5444 0.2176 -4.2065 -0.28 -0.39 0.47 -0.202
F 4.1162 1.0741 -5.6083 0.10 -0.48 -0.52 -0.228
C 4.2744 4.4416 -4.6638 -1.59 1.33 0.48 -0.393
C 3.3318 5.6845 -4.7272 0.04 -0.66 0.24 -1.135
H 3.1410 6.1517 -3.7611 0.82 0.14 0.23 0.297
H 3.7782 6.3794 -5.4386 -0.28 0.25 0.15 0.382
H 2.2943 5.4690 -4.9823 0.17 -0.51 -0.84 0.180
H 4.6324 4.2457 -5.6745 -0.10 -0.53 0.02 0.340
H 5.1169 4.7579 -4.0488 0.28 -0.37 0.11 0.295
H 5.1727 2.5716 -2.9850 0.53 0.59 0.06 0.168
C -1.3919 1.5840 -1.0228 2.01 1.89 -1.48 1.227
O -0.1181 0.8999 -1.0419 -0.43 -1.47 0.68 0.576
O -1.1537 2.6359 -1.9154 -0.16 -1.12 -0.47 -1.131
C -2.6760 0.5981 -1.2908 1.23 1.44 1.11 0.296
F -3.9133 1.1831 -1.1633 1.36 -0.22 -0.32 -0.262
F -2.6150 0.0191 -2.4763 -0.18 -0.33 -0.04 -0.206
F -2.6379 -0.3435 -0.2917 -0.14 0.08 -0.78 0.058
C 0.3051 0.1964 0.1618 -1.06 0.41 -0.89 0.232
C 1.6863 -0.3126 -0.0173 -0.16 0.19 -0.40 2.150
H 1.9283 -0.6641 0.9857 0.76 -0.19 -0.22 -0.324
H 1.6868 -1.1123 -0.7579 0.26 -0.16 0.12 -0.912
H 2.2922 0.5185 -0.3782 0.41 -0.19 0.21 -0.768
H -0.3499 -0.6560 0.3416 -0.24 0.27 0.20 -0.076
H 0.3291 0.8754 1.0141 -0.45 0.26 0.07 -0.313
H -1.4633 2.0036 -0.0193 -0.75 -0.24 0.46 -0.958
C 2.1609 -4.3222 -0.1126 1.15 -0.60 -0.49 -0.216
O 2.7947 -4.8037 -1.3311 -1.90 0.22 -1.07 0.085
C 4.0673 -5.3450 -1.2768 0.90 -1.68 2.88 -0.640
C 4.0442 -6.6401 -0.3336 0.83 0.69 0.99 -0.407
O 5.3388 -7.2159 -0.1343 0.20 -0.56 -0.43 -0.387
C 5.3882 -8.3254 0.8059 -0.22 1.14 -1.04 -0.681
H 2.7451 -3.5007 0.3022 0.09 0.16 0.07 0.356
H 2.1088 -5.1291 0.6183 -0.17 0.11 0.04 0.362
H 1.1471 -3.9899 -0.3362 0.29 -0.10 -0.26 -0.590
H 4.7124 -4.5508 -0.9011 0.63 -0.27 0.36 0.354
H 4.5453 -5.7635 -2.1625 -0.91 0.66 -0.86 0.344
H 3.3236 -7.3660 -0.7104 -0.05 -0.08 -0.39 0.270
H 3.7384 -6.3916 0.6827 -0.52 0.37 0.04 0.324
H 4.7897 -9.1688 0.4617 -0.23 0.00 -0.04 0.280
H 5.0340 -7.9783 1.7765 0.03 -0.13 0.18 0.299
H 6.4255 -8.6574 0.8506 -0.07 0.23 0.08 0.237
C 3.1048 -0.3792 6.2997 0.58 0.02 0.89 -0.780
O 3.3367 -0.3199 4.9272 -0.97 -0.08 -1.34 -0.375
C 2.1892 -0.6491 4.1398 -0.43 -0.49 1.13 -0.530
C 1.0417 0.3229 4.2540 -0.15 1.03 0.02 0.252
O 0.1716 0.0774 5.3710 -0.44 0.81 -0.09 -0.502
C -0.9332 1.0575 5.4624 1.43 -0.93 -0.94 -0.423
H 2.2355 0.1549 6.6832 -0.03 0.43 -0.39 0.279
H 4.0244 0.0328 6.7152 -0.17 -0.04 0.41 0.286
H 2.9699 -1.3950 6.6711 0.13 -0.41 -0.16 0.302
H 1.7162 -1.5684 4.4851 0.41 -0.67 0.11 0.542
H 2.4878 -0.8057 3.1032 0.22 0.33 0.14 -0.101
H 0.5058 0.3017 3.3051 -0.50 -0.10 -0.09 -0.113
H 1.4765 1.3200 4.3233 -0.03 0.42 0.14 0.447
H -1.4220 1.0449 4.4882 -0.54 -0.12 0.10 0.084
H -0.5868 2.0837 5.5854 0.36 -0.05 0.26 0.100
H -1.5885 0.7806 6.2882 0.15 -0.18 -0.23 0.414
C -6.3975 -4.0699 3.2661 0.12 0.38 -0.67 -0.442
O -6.7206 -3.2256 2.1574 0.06 -0.44 -0.78 -0.454
C -5.5821 -2.6848 1.4249 -1.19 0.13 2.70 0.270
C -5.9866 -1.6134 0.4891 -0.08 1.45 -0.45 -0.195
O -6.6011 -0.4739 1.1304 0.73 -3.37 1.29 -0.362
C -6.8564 0.5847 0.3317 -0.85 1.68 -0.62 -0.460
H -7.2999 -4.4132 3.7718 -0.25 0.45 -0.22 0.323
H -5.7742 -3.5286 3.9779 0.20 -0.12 0.09 0.252
H -5.9141 -4.9869 2.9291 0.42 -0.04 -0.04 0.064
H -4.9888 -3.4264 0.8901 -0.02 -0.34 0.02 -0.013
H -5.0121 -2.2061 2.2212 0.77 -0.04 -0.14 0.145
H -6.5746 -2.0096 -0.3388 -0.50 0.13 -0.03 0.429
H -5.0462 -1.2624 0.0641 0.25 0.05 -0.33 -0.181
H -7.4384 0.3188 -0.5507 0.19 -0.10 -0.48 0.332
H -5.9669 1.1661 0.0891 0.09 -0.01 -0.34 0.017
H -7.5239 1.2281 0.9049 0.06 0.25 0.04 0.265
C -5.6975 4.5359 1.5645 0.17 -0.22 0.19 -0.674
O -5.4953 4.2762 0.2003 0.58 0.33 -1.22 -0.416
C -4.1142 4.3013 -0.2201 -0.03 -0.51 0.74 -0.065
C -3.3583 5.5936 -0.1340 -1.14 -0.04 0.63 -0.194
O -3.8717 6.6925 -0.8476 0.94 0.46 -0.88 -0.467
C -5.2194 7.0534 -0.7622 -0.72 -0.14 0.80 -0.676
H -5.5849 3.6118 2.1314 0.02 -0.17 0.22 0.238
H -6.7076 4.9154 1.7194 -0.03 -0.05 -0.18 0.301
H -5.0037 5.2683 1.9771 0.08 0.13 -0.04 0.244
H -3.9111 3.8685 -1.1996 -1.06 -0.17 -0.12 0.402
H -3.5443 3.6929 0.4821 0.13 -0.58 0.12 0.120
H -2.3829 5.2850 -0.5101 0.21 0.67 -0.13 0.323
H -3.2673 5.8061 0.9312 0.25 0.59 0.11 0.027
H -5.5976 7.0450 0.2600 0.08 -0.27 0.39 0.241
H -5.8860 6.4056 -1.3317 0.09 -0.06 -0.20 0.260
H -5.3778 8.0920 -1.0526 0.51 -0.03 -0.48 0.303
C -1.3885 3.6697 2.7603 0.26 1.83 1.10 -0.304
O -1.3758 5.1281 2.6446 0.05 -0.10 -1.12 -0.318
C -1.9737 5.9356 3.6427 1.12 -1.46 1.50 -0.368
C -1.2551 5.7405 5.0157 -0.75 -0.82 -0.33 -0.843
O -1.6689 4.5364 5.6671 -1.31 -0.08 -2.47 -0.252
C -1.1612 4.3328 6.8975 0.76 0.81 2.30 -0.926
H -0.6679 3.4624 3.5514 -0.17 -0.59 0.09 0.351
H -1.0191 3.2189 1.8392 -0.29 0.38 -0.13 -0.296
H -2.3878 3.3461 3.0517 0.01 -0.31 -0.11 0.417
H -3.0358 5.7129 3.7453 -0.23 0.09 0.05 0.223
H -1.8021 6.9887 3.4197 -0.14 -0.13 -0.58 0.357
H -1.4872 6.5669 5.6875 0.22 0.32 0.02 0.596
H -0.1905 5.6391 4.8050 0.29 0.44 0.08 0.299
H -1.3192 5.2087 7.5266 -0.20 0.44 0.30 0.370
H -0.0770 4.2241 6.9263 0.34 -0.51 -0.21 0.375
H -1.6582 3.5297 7.4417 0.07 -0.30 -0.48 0.257
O 0.2192 3.1071 -5.0754 0.03 -0.08 0.49 -0.440
C -0.8016 2.9200 -5.7212 1.41 0.39 0.95 0.346
O -0.6875 2.6012 -7.0311 0.48 0.61 1.11 -0.346
C -1.9343 2.2428 -7.5366 -2.36 -1.01 -0.41 -0.485
C -2.8880 2.1310 -6.3238 -0.47 -0.66 -0.07 -0.653
C -2.2217 2.9487 -5.2283 -0.55 -0.44 -0.93 0.315
H -1.8867 1.2929 -8.0692 0.44 -0.11 0.19 0.323
H -2.3610 2.9160 -8.2802 0.55 0.66 0.13 0.299
H -2.9886 1.1044 -5.9718 0.08 -0.13 -0.28 0.209
H -3.8910 2.4936 -6.5490 0.09 -0.06 -0.10 0.394
H -2.3424 2.5196 -4.2336 0.39 0.24 0.06 -0.368
H -2.7225 3.9151 -5.2858 0.80 0.45 0.38 0.358
O 0.8137 0.3496 -4.0422 0.30 -1.86 0.48 -0.477
C 1.1335 -0.8301 -3.8800 -0.19 1.15 0.21 0.345
O 0.2240 -1.8313 -3.8739 -1.00 1.25 -0.45 -0.339
C 0.8061 -3.1089 -3.6585 -0.26 -0.39 0.62 0.661
C 2.2297 -2.9513 -4.0751 1.01 -0.23 0.48 -0.485
C 2.5062 -1.4575 -3.7041 0.31 -0.43 -1.27 0.881
H 0.2492 -3.8926 -4.1721 -0.09 0.33 -0.36 0.500
H 0.6946 -3.3341 -2.5978 0.25 -0.01 0.20 -0.834
H 2.3643 -3.2238 -5.1219 -0.15 0.73 -0.28 0.304
H 2.8421 -3.7044 -3.5793 0.12 0.37 0.44 0.019
H 3.1891 -0.9734 -4.4022 -0.07 0.01 0.02 0.075
H 2.9482 -1.2697 -2.7256 -0.36 -0.13 0.17 -0.598
O 5.8763 0.9138 1.7518 0.26 -0.56 -0.63 -0.579
C 6.1697 0.4368 0.6797 -0.84 1.54 0.70 0.146
O 7.3559 0.7052 0.0989 0.30 0.48 1.41 -0.378
C 7.4362 0.1370 -1.1575 -0.75 -1.30 -1.93 -0.454
C 6.2683 -0.9108 -1.1853 1.61 -0.61 -2.21 -0.401
C 5.2877 -0.3430 -0.2801 -0.38 0.34 2.67 1.380
H 8.4051 -0.3361 -1.3176 0.00 0.08 0.19 0.356
H 7.2953 0.8859 -1.9368 0.00 0.23 0.04 0.129
H 6.7203 -1.8582 -0.8915 -0.38 -0.12 0.39 0.342
H 5.8260 -1.0690 -2.1689 0.41 0.11 -0.17 0.163
H 4.7637 -1.0411 0.3727 -0.31 -0.13 -0.34 0.045
H 4.5775 0.3565 -0.7210 -0.03 0.01 -0.26 -0.801
O 1.9599 3.3044 -0.6633 0.08 -0.52 1.19 -0.394
C 2.6989 3.3872 0.3129 -0.63 0.62 -2.27 -0.149
O 2.4901 2.7657 1.4848 -0.92 -0.58 -1.14 0.317
C 3.5030 3.0192 2.4423 1.37 1.18 -0.64 -0.443
C 4.4697 3.9733 1.7089 1.01 0.49 -0.08 -0.833
C 3.9449 4.2533 0.3042 -0.90 -0.27 1.42 -0.157
H 4.0637 2.1347 2.7446 -0.69 -0.24 0.09 0.243
H 3.0707 3.6039 3.2543 -0.19 -0.64 0.23 0.420
H 5.4681 3.5752 1.5277 0.08 0.00 1.05 0.281
H 4.4320 4.8887 2.2994 0.84 0.05 -0.19 0.332
H 4.6073 4.0055 -0.5252 -0.16 -0.14 0.12 0.037
H 3.6786 5.3094 0.2620 -0.31 -0.14 -0.53 0.366
C -2.4948 -3.3665 -1.8514 -0.26 -0.96 0.03 0.348
C -3.0984 -4.8323 -1.6643 1.25 2.26 0.84 0.026
O -2.2282 -5.9005 -2.0966 1.02 -1.02 -0.58 -0.314
C -1.0248 -6.2265 -1.5480 -0.52 3.20 1.99 0.380
O -0.5506 -5.6055 -0.5649 -1.17 -3.04 -3.50 -0.408
C -0.3257 -7.3699 -2.4761 0.65 1.06 3.60 0.705
F -0.1042 -8.4811 -1.7045 -0.25 0.76 -0.64 -0.281
F -1.0161 -7.6784 -3.5013 -1.19 -0.62 -1.49 -0.240
F 0.8495 -6.8941 -2.8571 0.41 0.05 -0.12 -0.177
H -2.9555 -2.6247 -1.1991 -0.46 -0.37 0.19 -0.435
H -2.6738 -2.9926 -2.8594 0.35 -0.19 -0.09 0.521
H -1.4447 -3.2981 -1.5670 0.04 -0.30 -0.32 -0.505
H -4.0101 -4.8649 -2.2608 0.21 -0.61 0.12 0.347
H -3.2932 -4.9560 -0.5990 -0.16 -0.25 -0.05 -0.109
C -3.6308 -6.7856 2.0643 1.42 0.65 0.45 -0.754
C -2.5283 -6.2721 3.0401 -0.99 1.05 -0.66 -0.391
O -1.8794 -5.0109 2.5022 -0.89 1.13 0.80 -0.220
C -2.2248 -3.7448 2.9474 -2.10 -0.54 3.72 -0.009
O -2.9678 -3.4264 3.9218 2.67 -1.72 -4.09 -0.601
C -1.3672 -2.6151 2.2666 -0.68 -1.10 1.36 1.172
F -0.2053 -2.6150 2.9156 0.79 0.05 0.17 -0.210
F -1.1634 -2.8570 1.0109 0.39 -0.42 -1.79 -0.027
F -1.8898 -1.4138 2.3808 -0.58 0.31 0.27 -0.182
H -4.1864 -5.9482 1.6423 -0.26 -0.06 0.36 0.020
H -4.2415 -7.4390 2.6873 -0.28 -0.08 -0.47 0.351
H -3.1829 -7.3029 1.2158 -0.07 -0.24 0.14 0.276
H -1.7618 -7.0329 3.1874 0.29 0.50 -0.22 0.342
H -3.0083 -6.0784 3.9994 0.28 0.44 -0.02 0.391
```
Positions in Å, forces in eV/Å.

Results
Kohn-Sham gap (eV): 7.9
F_max (eV Å⁻¹): 5.18
Molecular weight (g mol⁻¹): 1374.30
Calculated total energy (eV): -141715.7833